1.
This record from OMol25 describes a structure of composition C28H28FeN6O10. The level of theory is the ωB97M-V functional and the def2-TZVPD basis.

Geometry as XYZ:
```
73
Properties=species:S:1:pos:R:3:forces:R:3:mulliken_spin:R:1
Fe 0.4315 0.1034 -0.2281 0.024 0.052 -0.022 4.342
C -0.0997 4.4116 -2.4752 -0.009 -0.011 -0.009 0.002
O -0.6304 3.3435 -3.2451 -0.008 0.000 0.006 0.000
C 0.3347 2.4558 -3.6669 0.008 0.001 -0.009 -0.001
C 0.6883 2.4330 -4.9960 0.013 -0.003 0.001 -0.002
C 1.6484 1.5346 -5.4674 -0.004 0.007 -0.002 0.009
C 2.2519 0.6811 -4.5732 -0.003 -0.004 -0.002 0.001
C 1.8995 0.6736 -3.2166 0.000 -0.006 0.002 -0.008
C 2.5986 -0.2461 -2.3450 0.005 -0.001 0.009 0.021
N 2.2792 -0.4623 -1.1275 0.011 0.008 0.006 0.073
N 3.0533 -1.3776 -0.4314 0.006 0.022 -0.019 0.023
C 2.4449 -1.6789 0.6779 -0.048 -0.021 0.009 -0.002
O 1.3020 -1.1991 1.0466 0.010 -0.023 0.016 0.090
C 3.1078 -2.6485 1.5953 0.007 0.004 0.000 0.008
C 2.4462 -3.0594 2.7472 0.003 -0.001 0.004 0.003
C 3.0487 -3.9560 3.6186 0.001 -0.001 -0.002 0.001
C 4.3164 -4.4474 3.3441 0.000 0.001 0.000 -0.001
C 4.9791 -4.0409 2.1919 0.001 -0.002 -0.002 0.001
C 4.3790 -3.1472 1.3204 -0.001 0.005 0.003 -0.001
C 0.9031 1.5536 -2.7323 -0.013 0.018 -0.002 0.017
O 0.5151 1.5961 -1.4862 -0.016 -0.028 0.013 0.147
H -0.9477 4.9694 -2.0807 0.003 0.001 0.003 0.000
H 0.5089 4.0395 -1.6494 0.004 -0.006 0.010 0.001
H 0.5080 5.0718 -3.1039 0.001 -0.001 0.001 0.000
H 0.1943 3.1279 -5.6645 -0.001 0.000 0.000 0.000
H 1.9118 1.5148 -6.5161 -0.001 0.000 0.000 0.001
H 3.0063 -0.0201 -4.9118 0.000 0.000 0.000 0.000
H 3.4443 -0.7982 -2.7548 -0.001 0.002 -0.003 0.006
H 1.4557 -2.6715 2.9415 -0.002 0.006 0.000 0.003
H 2.5246 -4.2745 4.5113 0.000 0.000 0.000 0.000
H 4.7870 -5.1482 4.0228 0.001 0.000 0.000 0.000
H 5.9676 -4.4251 1.9723 0.000 0.000 0.000 0.000
H 4.8780 -2.8233 0.4176 0.000 -0.001 0.000 -0.002
O -3.5297 0.1764 0.7856 -0.011 -0.044 0.026 0.016
C -2.5311 -0.2707 0.2343 0.040 0.106 -0.085 -0.001
O -1.3317 -0.0328 0.6512 -0.027 0.017 0.015 0.068
C -2.6721 -1.1495 -0.9822 0.001 -0.027 0.038 -0.004
C -3.9352 -1.6045 -1.2871 -0.001 -0.012 -0.008 -0.001
C -4.1506 -2.4318 -2.3818 -0.013 0.032 -0.016 0.005
C -3.1023 -2.8168 -3.1991 0.002 0.009 0.004 0.000
C -1.8386 -2.3833 -2.8870 0.004 0.064 -0.011 0.008
C -1.5505 -1.5100 -1.7931 -0.027 0.001 -0.023 -0.007
O -0.3680 -1.0615 -1.6302 0.039 -0.065 0.047 0.103
N -0.7563 -2.8356 -3.7634 -0.036 -0.135 0.006 0.000
O -1.0110 -2.9441 -4.9542 0.015 0.044 -0.001 0.001
O 0.3092 -3.1259 -3.2638 0.014 0.050 -0.005 0.000
N -5.4900 -2.9027 -2.6825 0.008 -0.110 0.074 0.000
O -5.6392 -3.6407 -3.6445 -0.003 0.037 -0.027 0.001
O -6.4019 -2.5543 -1.9519 -0.003 0.038 -0.027 0.001
H -4.7577 -1.2984 -0.6572 0.001 0.000 0.003 -0.001
H -3.2690 -3.4451 -4.0604 0.003 0.000 0.000 0.000
C -0.3305 -0.2531 4.0473 0.005 0.005 0.007 -0.004
C 0.0823 1.2110 4.1460 0.003 0.004 -0.007 0.006
N -0.6266 2.0551 3.1916 0.010 -0.013 -0.006 0.012
C -1.9016 2.5914 3.6563 0.004 -0.003 0.002 -0.001
C -1.7559 3.9563 4.3148 -0.005 0.002 0.002 0.001
C -0.2516 2.1016 1.8938 0.012 0.029 -0.014 -0.011
C -1.1045 2.8967 0.9506 -0.005 -0.004 0.003 0.002
N 0.8031 1.5073 1.4169 -0.037 -0.047 0.017 0.068
H 0.2020 -0.8460 4.7938 0.000 0.000 -0.003 -0.001
H -0.1140 -0.6539 3.0575 0.005 -0.003 -0.021 0.002
H -1.4026 -0.3593 4.2208 0.003 -0.002 -0.002 0.000
H 1.1591 1.3273 4.0078 -0.002 0.001 -0.009 -0.002
H -0.1337 1.6060 5.1409 -0.002 -0.002 0.003 0.000
H -2.3146 1.8738 4.3684 0.001 0.000 0.001 0.000
H -2.6079 2.6245 2.8316 0.001 0.004 0.002 0.001
H -1.0567 3.9131 5.1521 0.000 0.000 0.001 0.000
H -2.7186 4.3042 4.6931 0.001 0.001 0.001 0.000
H -1.3807 4.6926 3.6030 0.000 -0.002 -0.001 0.000
H -2.0804 2.4208 0.8440 -0.001 -0.001 -0.001 0.000
H -0.6211 2.9135 -0.0210 -0.003 0.006 0.000 -0.002
H -1.2436 3.9164 1.3143 -0.004 0.002 0.002 0.002
H 1.2877 0.9466 2.1086 0.019 0.000 0.004 0.009
```
Positions in Å, forces in eV/Å.

Calculated values
- Charge: -1
- Spin multiplicity: 6
- Gap between HOMO and LUMO (alpha / beta): 7.7 / 7.2 eV
- DFT total energy: -93292.98276 eV
- Expectation value of S²: 8.76
- ΔE to the lowest compared entry with this formula, charge and spin: 0.0 kcal per mole
- F_max: 0.142 eV/Å

***

2.
This record from OMol25 describes a structure of composition C28H28FeN6O8P2Se. The level of theory is the ωB97M-V functional and the def2-TZVPD basis.

Geometry as XYZ:
```
74
Properties=species:S:1:pos:R:3:forces:R:3:mulliken_spin:R:1
Fe -0.1006 -0.7330 -0.3175 0.128 0.049 0.436 3.254
O 3.1122 -7.6782 0.3624 -0.078 0.064 -0.047 0.118
N 2.7834 -6.8623 -0.5113 0.090 -0.050 -0.141 0.047
O 3.0062 -7.0693 -1.7230 -0.001 0.003 0.222 0.110
C 2.1352 -5.6819 -0.1164 -0.022 0.076 -0.019 0.081
C 1.7856 -5.5598 1.2377 0.024 0.044 -0.101 0.254
C 1.0738 -4.4576 1.7049 0.024 -0.071 0.108 -0.014
C 0.6550 -4.2855 3.0551 0.038 -0.108 0.015 0.131
C -0.1240 -3.2115 3.3902 -0.003 0.042 0.007 -0.077
C -0.4761 -2.2705 2.4139 -0.098 -0.138 -0.011 0.193
N -0.0441 -2.3778 1.1560 -0.230 0.055 0.044 0.026
C 0.7029 -3.4246 0.8116 0.045 0.090 -0.082 0.025
C 1.1489 -3.4888 -0.5652 -0.009 -0.007 0.100 0.006
N 0.8424 -2.4228 -1.3198 -0.105 0.288 -0.093 0.021
C 1.1768 -2.4138 -2.6060 0.014 -0.067 -0.029 0.041
C 1.8676 -3.4641 -3.1804 0.054 -0.060 -0.005 -0.010
C 2.2100 -4.5605 -2.4148 -0.036 -0.021 -0.031 0.055
C 1.8435 -4.6157 -1.0547 0.078 -0.113 0.023 0.001
H 2.0535 -6.3602 1.9098 0.011 -0.001 -0.017 0.034
H 0.9378 -5.0289 3.7927 -0.038 0.049 -0.039 0.008
H -0.4913 -3.0891 4.4031 -0.003 -0.011 -0.047 -0.002
H -1.1692 -1.4716 2.6262 0.002 0.004 0.024 0.007
H 0.8745 -1.5503 -3.1841 -0.027 -0.073 -0.012 0.015
H 2.1383 -3.4182 -4.2276 -0.022 -0.013 0.049 0.001
H 2.7437 -5.3902 -2.8441 0.007 0.007 0.007 0.009
N -0.0879 0.6331 4.3555 0.043 0.174 -0.250 0.003
C 0.0636 1.4502 3.0713 -0.082 0.104 0.023 -0.006
C 0.1495 2.9341 3.4631 -0.115 -0.192 0.127 0.000
P -1.5545 1.0577 2.1731 -0.108 -0.008 0.436 0.009
O -2.0968 2.5409 1.8791 -0.081 0.004 -0.071 0.001
O -2.3558 0.3915 3.2573 0.062 0.119 -0.248 0.002
O -1.3824 0.3509 0.8663 0.146 -0.077 -0.195 0.015
P 1.6154 0.9574 2.1602 0.294 0.375 0.045 -0.002
O 2.2540 0.0266 3.3294 0.159 0.038 -0.070 0.003
O 2.4389 2.1792 1.9291 -0.371 -0.138 -0.131 0.001
O 1.2763 0.1203 0.9799 0.100 -0.364 -0.171 0.029
H -1.1027 0.3326 4.3199 -0.090 -0.043 0.066 -0.002
H 0.1037 1.2075 5.1707 0.038 0.041 0.052 -0.001
H 0.5468 -0.1659 4.3625 0.047 -0.065 -0.055 0.002
H -0.6974 3.2100 4.0977 0.015 -0.015 -0.039 0.000
H 0.1081 3.5620 2.5779 0.024 -0.050 -0.007 0.000
H 1.0908 3.1369 3.9759 -0.010 -0.023 -0.009 0.000
H -3.0380 2.5216 1.6565 0.086 0.056 0.009 -0.001
H 3.1598 -0.2368 3.1142 -0.100 -0.032 0.064 -0.001
C -3.7086 -0.5616 -3.4392 0.023 -0.005 0.028 0.025
C -3.3036 0.5695 -2.7372 0.023 -0.010 0.001 -0.021
C -2.2386 0.5016 -1.8473 -0.126 -0.065 -0.112 0.033
C -1.5794 -0.7079 -1.6736 0.184 -0.145 0.026 -0.420
C -1.9719 -1.8445 -2.3600 -0.135 0.068 0.051 0.039
C -3.0492 -1.7647 -3.2415 -0.017 0.000 -0.025 -0.030
H -4.5426 -0.5054 -4.1287 0.038 0.003 0.030 0.000
H -3.8246 1.5106 -2.8744 -0.003 -0.019 -0.012 -0.001
H -1.9436 1.3814 -1.2880 0.000 -0.035 -0.023 -0.024
H -1.4781 -2.7938 -2.2079 0.005 0.015 -0.023 -0.009
H -3.3642 -2.6549 -3.7740 -0.004 0.040 0.021 -0.001
C -0.5141 2.8690 -3.7201 0.079 0.064 0.152 0.003
N 0.0207 3.1749 -2.3994 -0.080 0.060 -0.242 -0.002
C 0.8171 2.3748 -1.6520 -0.108 -0.045 -0.081 0.014
Se 1.3894 0.6524 -2.0809 -0.160 0.420 -0.088 0.006
N 1.1357 3.0544 -0.5445 0.041 0.176 0.584 0.002
C 0.5442 4.3107 -0.5558 0.140 -0.205 0.121 -0.002
C 0.5769 5.3593 0.3526 0.009 -0.018 0.011 0.000
C -0.1395 6.4948 0.0156 -0.035 0.006 -0.037 0.000
C -0.8563 6.5792 -1.1874 0.040 -0.012 0.048 0.000
C -0.8781 5.5309 -2.0921 -0.031 0.017 -0.024 0.000
C -0.1633 4.3929 -1.7441 -0.065 -0.163 -0.250 0.001
H -0.4161 1.8031 -3.8957 0.015 -0.055 0.033 -0.002
H 0.0368 3.4184 -4.4836 0.003 0.012 0.010 -0.001
H -1.5661 3.1469 -3.7558 -0.001 -0.005 0.027 0.000
H 1.6635 2.6761 0.2538 0.230 -0.031 -0.152 0.001
H 1.1460 5.2836 1.2712 -0.024 0.042 -0.050 0.000
H -0.1445 7.3392 0.6932 0.001 -0.026 -0.032 0.000
H -1.4001 7.4866 -1.4171 0.022 -0.029 0.019 0.000
H -1.4253 5.5992 -3.0243 0.033 -0.001 0.052 0.000
```
Positions in Å, forces in eV/Å.

Calculated values
- Spin multiplicity: 5
- Gap between HOMO and LUMO (alpha / beta): 3.9 / 7.7 eV
- DFT total energy: -173126.52962 eV
- Expectation value of S²: 6.34
- ΔE to the lowest compared entry with this formula, charge and spin: 5.6 kcal per mole
- F_max: 0.611 eV/Å

***

3.
This record from OMol25 describes a structure of composition C28H28N3NaO2S. The level of theory is the ωB97M-V functional and the def2-TZVPD basis.

Geometry as XYZ:
```
63
Properties=species:S:1:pos:R:3:forces:R:3:nbo_charge:R:1
C -4.3979 0.1350 -2.9147 -0.110 -0.155 -0.214 -0.412
N -3.3878 1.1441 -2.6168 -0.562 0.565 -0.199 -0.452
C -3.0487 2.0156 -3.6412 0.325 -0.119 0.453 0.299
S -3.6170 1.9006 -5.2129 0.223 -0.038 1.043 -0.156
N -2.1419 3.0107 -3.2605 0.089 -0.222 -0.496 -0.444
C -1.6560 3.8654 -4.3492 -0.087 0.046 -0.199 -0.417
C -1.4951 3.0531 -2.0365 1.268 0.972 0.496 0.691
O -0.4653 3.7744 -1.8927 -1.571 -0.638 -0.224 -0.750
C -2.0250 2.2675 -0.9400 0.189 0.010 -0.439 -0.343
C -1.4073 2.3278 0.2997 -1.433 0.369 0.474 0.024
C -1.6169 1.4473 1.4260 0.482 0.298 -0.112 -0.165
C -1.7206 0.0424 1.3509 -0.456 0.155 0.268 -0.100
C -2.0546 -0.7030 2.4729 0.107 0.836 -0.167 -0.086
C -2.2909 -0.0453 3.7195 0.229 0.311 -0.493 0.309
N -2.6608 -0.7592 4.8200 -0.202 -0.072 0.165 -0.419
C -2.5776 -2.2050 4.8360 0.191 -0.231 -0.055 -0.201
C -2.9753 -2.8128 3.5003 -0.127 0.074 0.013 -0.401
C -2.1897 -2.1858 2.3524 0.227 -0.655 -0.139 -0.426
C -2.7069 -0.1486 6.1373 0.151 0.037 0.005 -0.200
C -3.2162 1.2781 6.0668 -0.062 -0.007 -0.092 -0.402
C -2.3670 2.0906 5.0970 0.168 0.377 0.461 -0.419
C -2.1264 1.3683 3.8089 0.122 -0.318 -0.458 -0.097
C -1.7361 2.0669 2.6874 -0.074 -0.206 -0.139 -0.128
C -3.1882 1.4297 -1.2412 -0.555 -0.922 1.005 0.673
O -3.9487 0.9561 -0.3944 1.015 0.508 -1.323 -0.576
H -4.3428 -0.6556 -2.1697 0.013 0.133 -0.026 0.228
H -5.4029 0.5735 -2.9188 0.188 -0.112 0.026 0.210
H -4.1733 -0.2417 -3.9127 -0.152 -0.094 0.223 0.235
H -1.0116 4.6367 -3.9363 -0.059 -0.151 -0.027 0.233
H -1.1336 3.2500 -5.0933 0.032 0.242 0.278 0.223
H -2.5294 4.2873 -4.8553 0.272 0.073 0.177 0.228
H -0.9719 3.3033 0.5926 -0.175 -0.620 -0.295 0.140
H -1.5491 -0.4710 0.3992 -0.097 0.223 0.326 0.236
H -1.5510 -2.5254 5.1014 -0.228 0.072 -0.048 0.183
H -3.2453 -2.5489 5.6347 0.139 -0.068 -0.167 0.204
H -2.7865 -3.8877 3.5431 -0.103 0.047 -0.058 0.220
H -4.0491 -2.6660 3.3287 0.151 0.006 0.124 0.208
H -2.6873 -2.4236 1.4048 0.134 0.028 0.123 0.228
H -1.1869 -2.6395 2.2931 -0.210 0.120 0.052 0.225
H -3.3670 -0.7726 6.7507 0.127 0.175 -0.014 0.206
H -1.7025 -0.1670 6.6006 -0.193 -0.012 -0.055 0.182
H -4.2591 1.2776 5.7293 0.110 -0.047 0.060 0.209
H -3.1826 1.7196 7.0636 -0.073 0.013 -0.023 0.218
H -2.8628 3.0461 4.8896 0.104 -0.111 0.031 0.220
H -1.4009 2.3395 5.5661 -0.208 -0.091 -0.049 0.212
H -1.5756 3.1499 2.7564 -0.150 -0.337 0.048 0.195
C 2.5421 -0.1978 -2.3622 -0.788 0.794 0.086 -0.321
Na 0.8446 3.9926 -0.1472 0.537 -0.598 -0.523 0.974
C 1.2441 0.3884 -2.3757 1.018 -0.483 0.436 -0.253
C 0.8901 0.7350 -1.0449 0.096 0.435 0.046 -0.434
C 1.9992 0.4585 -0.1929 0.253 -0.353 -0.428 -0.021
C 3.0394 -0.1384 -1.0189 -0.729 0.211 0.085 -0.130
C 4.2229 -0.5767 -0.4136 -0.037 0.089 0.595 -0.190
C 4.3499 -0.4820 0.9779 0.171 0.003 -0.539 -0.275
C 3.3433 0.1072 1.7726 -0.303 0.096 -0.047 -0.267
C 2.1757 0.6009 1.1918 0.369 -0.247 0.124 -0.276
H 3.0910 -0.6002 -3.2090 -0.180 0.119 0.099 0.202
H 0.5962 0.5307 -3.2406 0.211 -0.200 0.139 0.194
H -0.0802 1.0097 -0.6702 0.266 -0.246 -0.311 0.177
H 5.0193 -0.9870 -1.0366 -0.117 -0.039 0.287 0.199
H 5.2507 -0.8650 1.4582 -0.181 0.129 -0.092 0.198
H 3.4715 0.1501 2.8560 0.017 0.048 -0.276 0.195
H 1.3827 1.0616 1.7931 0.229 -0.223 -0.021 0.182
```
Positions in Å, forces in eV/Å.

Calculated values
- Spin multiplicity: 1
- Gap between HOMO and LUMO: 3.8 eV
- DFT total energy: -53307.02085 eV
- ΔE to the lowest compared entry with this formula, charge and spin: 24.8 kcal per mole
- F_max: 1.743 eV/Å